(1)
{"formula": "C32H29BF2IN4O5W", "method": "ωB97M-V/def2-TZVPD", "elements": ["W", "O", "C", "O", "C", "C", "C", "N", "C", "C", "C", "O", "O", "H", "H", "H", "C", "N", "C", "C", "C", "C", "C", "C", "C", "C", "H", "H", "H", "H", "H", "H", "H", "H", "H", "H", "H", "H", "I", "C", "C", "C", "C", "C", "N", "H", "H", "H", "H", "F", "B", "F", "C", "C", "O", "H", "H", "H", "H", "H", "H", "N", "C", "C", "C", "C", "C", "C", "C", "C", "C", "H", "H", "H", "H"], "positions_angstrom": [[0.584, 0.160, -0.052], [3.555, 1.438, 6.272], [3.493, 2.322, 5.402], [3.815, 3.525, 5.416], [2.845, 1.866, 4.069], [3.270, 2.393, 2.854], [2.650, 2.015, 1.676], [1.580, 1.214, 1.673], [1.165, 0.703, 2.846], [1.789, 0.960, 4.048], [-0.060, -0.160, 2.747], [-0.576, -0.721, 3.670], [-0.545, -0.219, 1.496], [4.087, 3.101, 2.844], [2.994, 2.373, 0.714], [1.446, 0.497, 4.963], [-0.675, 3.072, 2.317], [-0.902, 3.028, 0.874], [-0.235, 4.155, 0.245], [-2.346, 3.065, 0.626], [-2.999, 1.731, 0.874], [-3.734, 1.525, 2.031], [-4.328, 0.298, 2.287], [-4.220, -0.734, 1.367], [-3.503, -0.533, 0.200], [-2.877, 0.690, -0.058], [-1.153, 3.959, 2.762], [0.391, 3.120, 2.532], [-1.097, 2.189, 2.795], [-0.561, 5.120, 0.663], [-0.448, 4.159, -0.824], [0.842, 4.071, 0.395], [-2.515, 3.368, -0.406], [-2.814, 3.827, 1.269], [-3.832, 2.333, 2.746], [-4.871, 0.147, 3.211], [-4.686, -1.690, 1.565], [-3.413, -1.336, -0.521], [4.714, -1.121, 0.861], [2.190, 0.418, -1.319], [3.340, 0.361, -2.133], [3.504, 1.384, -3.036], [2.579, 2.441, -3.134], [1.481, 2.459, -2.318], [1.353, 1.434, -1.441], [4.041, -0.452, -2.023], [4.361, 1.392, -3.697], [2.734, 3.231, -3.855], [0.705, 3.207, -2.324], [-1.427, 1.947, -1.715], [-2.098, 0.823, -1.398], [-2.438, 0.075, -2.443], [1.866, -3.711, 0.112], [1.208, -2.716, 1.041], [1.650, -1.358, 0.796], [1.504, -4.711, 0.356], [2.947, -3.692, 0.231], [1.625, -3.496, -0.929], [1.455, -2.934, 2.083], [0.125, -2.713, 0.950], [2.688, -1.291, 0.851], [-3.015, -6.940, -6.224], [-2.599, -6.133, -5.517], [-2.084, -5.130, -4.642], [-1.021, -4.325, -5.055], [-0.528, -3.353, -4.210], [-1.092, -3.157, -2.940], [-2.156, -3.975, -2.538], [-2.646, -4.954, -3.377], [-0.595, -2.145, -2.084], [-0.147, -1.279, -1.345], [-0.583, -4.470, -6.033], [0.301, -2.730, -4.518], [-2.589, -3.833, -1.557], [-3.467, -5.583, -3.061]], "forces_ev_per_a": [[0.46, 0.57, 0.40], [-0.04, 0.05, -0.13], [-0.16, -0.01, 0.19], [0.06, -0.13, -0.15], [0.18, 0.20, -0.02], [-0.08, 0.01, -0.06], [-0.04, 0.00, 0.21], [0.09, -0.23, -0.16], [0.11, -0.13, 0.17], [-0.11, 0.08, -0.15], [-0.01, -0.02, -0.12], [-0.03, -0.02, 0.22], [0.07, -0.04, 0.18], [0.00, 0.01, 0.02], [0.02, -0.03, -0.03], [-0.01, -0.01, -0.01], [0.04, 0.14, 0.05], [0.03, -0.19, 0.12], [-0.02, 0.06, -0.04], [-0.04, 0.11, -0.05], [-0.03, -0.07, -0.14], [0.00, 0.01, 0.04], [-0.02, -0.05, 0.04], [0.01, 0.01, 0.00], [0.01, 0.10, 0.06], [0.21, -0.26, 0.03], [0.00, 0.01, -0.02], [-0.11, 0.06, 0.02], [-0.02, 0.02, -0.02], [-0.01, 0.00, 0.02], [-0.02, 0.00, 0.04], [0.02, 0.00, 0.01], [0.03, 0.04, 0.06], [-0.02, -0.01, -0.01], [0.00, 0.00, 0.02], [-0.01, 0.00, 0.00], [0.01, -0.01, 0.01], [0.04, 0.01, -0.03], [0.68, 0.05, 0.06], [0.74, 0.03, -0.34], [-0.34, 0.05, 0.21], [0.12, -0.12, 0.01], [-0.14, 0.10, 0.05], [0.16, -0.41, 0.21], [-0.48, 0.36, -0.28], [0.04, 0.02, 0.01], [0.03, -0.05, 0.01], [-0.03, 0.03, 0.00], [0.04, 0.04, -0.06], [0.29, -0.04, -0.19], [-0.93, 0.33, -0.38], [0.04, -0.10, -0.07], [-0.02, 0.04, -0.09], [0.10, -0.06, 0.13], [-0.10, -0.90, 0.16], [-0.02, -0.03, 0.00], [0.03, 0.00, 0.03], [-0.04, 0.03, 0.02], [0.03, 0.04, -0.02], [-0.04, 0.03, -0.07], [-0.20, 0.09, -0.07], [0.03, 0.05, 0.04], [-0.14, -0.28, -0.23], [0.10, 0.16, 0.09], [-0.04, -0.01, 0.10], [-0.05, 0.01, 0.05], [0.00, -0.08, -0.14], [0.02, 0.01, 0.01], [0.04, 0.03, -0.02], [0.34, 0.07, 0.29], [-0.81, 0.24, -0.27], [-0.02, -0.02, -0.01], [0.00, 0.01, 0.00], [0.00, 0.01, 0.00], [0.00, -0.01, -0.02]], "lowdin_charge": [1.64, -0.03, -0.70, -0.04, -0.07, 0.02, -0.14, -0.04, -0.22, 0.09, -0.53, 0.14, -0.21, 0.12, 0.11, 0.14, -0.07, -0.24, -0.09, -0.16, -0.17, -0.03, -0.06, -0.06, -0.03, -0.07, 0.10, 0.08, 0.09, 0.09, 0.07, 0.08, 0.12, 0.13, 0.11, 0.11, 0.10, 0.11, 0.08, -0.29, -0.07, -0.05, -0.04, -0.09, -0.11, 0.04, 0.11, 0.11, 0.10, 0.18, -0.72, 0.22, -0.08, -0.26, -0.41, 0.08, 0.03, 0.07, 0.13, 0.11, -0.22, 0.14, -0.20, -0.25, -0.03, -0.02, -0.23, -0.02, -0.03, -0.09, -0.13, 0.12, 0.12, 0.11, 0.12], "e_tot_ha": -2421.59925, "largest_force_ev_per_a": 1.1, "e_homo_ev": [-5.4739, -5.4601], "e_lumo_ev": [0.7, 0.7], "total_charge": -1}

---

(2)
{"formula": "C32H29BF2IN4O5W", "method": "ωB97M-V/def2-TZVPD", "elements": ["W", "O", "C", "O", "C", "C", "C", "N", "C", "C", "C", "O", "O", "H", "H", "H", "C", "N", "C", "C", "C", "C", "C", "C", "C", "C", "H", "H", "H", "H", "H", "H", "H", "H", "H", "H", "H", "H", "I", "C", "C", "C", "C", "C", "N", "H", "H", "H", "H", "F", "B", "F", "C", "C", "O", "H", "H", "H", "H", "H", "H", "N", "C", "C", "C", "C", "C", "C", "C", "C", "C", "H", "H", "H", "H"], "positions_angstrom": [[-0.527, 0.212, -0.353], [-4.231, 4.719, 3.817], [-4.786, 3.961, 3.009], [-5.975, 3.823, 2.673], [-3.812, 3.010, 2.258], [-4.295, 2.063, 1.364], [-3.418, 1.255, 0.672], [-2.088, 1.349, 0.812], [-1.622, 2.228, 1.719], [-2.435, 3.067, 2.447], [-0.130, 2.189, 1.878], [0.479, 2.940, 2.599], [0.401, 1.229, 1.161], [-5.366, 1.989, 1.225], [-3.772, 0.511, -0.020], [-2.013, 3.762, 3.159], [-0.648, 3.334, -1.169], [-1.026, 2.047, -1.809], [-2.405, 2.201, -2.314], [-0.160, 1.857, -3.009], [1.224, 1.577, -2.544], [2.337, 2.053, -3.229], [3.603, 1.842, -2.713], [3.734, 1.196, -1.491], [2.613, 0.738, -0.817], [1.324, 0.883, -1.340], [-0.652, 4.128, -1.922], [0.346, 3.258, -0.736], [-1.369, 3.587, -0.397], [-2.434, 3.046, -3.010], [-3.093, 2.406, -1.498], [-2.719, 1.304, -2.841], [-0.216, 2.752, -3.639], [-0.577, 1.025, -3.580], [2.208, 2.601, -4.157], [4.477, 2.202, -3.240], [4.716, 1.053, -1.057], [2.752, 0.265, 0.147], [-1.061, -4.230, -0.390], [-2.136, -0.648, -1.427], [-3.365, -1.183, -1.790], [-3.395, -1.965, -2.932], [-2.230, -2.199, -3.658], [-1.036, -1.677, -3.207], [-1.049, -0.917, -2.111], [-4.261, -1.025, -1.208], [-4.326, -2.413, -3.254], [-2.243, -2.820, -4.543], [-0.088, -1.860, -3.685], [1.496, -1.938, -2.260], [1.675, -2.160, -0.944], [2.624, -3.077, -0.720], [0.219, -2.054, 2.501], [-1.081, -1.296, 2.420], [-1.563, -1.214, 1.061], [0.555, -2.037, 3.542], [1.515, -0.457, 1.962], [0.035, -3.094, 2.229], [-0.981, -0.270, 2.772], [-1.856, -1.787, 3.012], [-1.490, -2.129, 0.655], [7.153, -4.851, 3.135], [6.183, -4.294, 2.867], [4.970, -3.595, 2.536], [3.815, -4.311, 2.220], [2.652, -3.637, 1.907], [2.615, -2.242, 1.901], [3.773, -1.542, 2.222], [4.949, -2.205, 2.534], [1.338, -1.476, 1.606], [0.939, -1.358, 0.138], [3.841, -5.393, 2.211], [1.771, -4.199, 1.622], [3.752, -0.458, 2.234], [5.845, -1.652, 2.784]], "forces_ev_per_a": [[-0.42, -0.20, 0.31], [0.00, 0.00, 0.01], [0.00, 0.01, -0.02], [0.00, 0.00, 0.01], [0.02, -0.02, -0.01], [0.01, 0.01, 0.02], [-0.02, -0.03, -0.02], [-0.02, 0.07, -0.01], [0.04, -0.01, 0.00], [-0.03, 0.00, 0.01], [-0.05, -0.02, -0.01], [0.00, -0.02, 0.01], [-0.01, 0.08, 0.01], [0.00, -0.01, 0.00], [0.00, 0.02, 0.00], [0.00, 0.00, 0.00], [0.03, -0.03, 0.00], [0.20, 0.14, -0.24], [-0.03, 0.07, 0.11], [-0.15, -0.03, 0.03], [0.06, 0.00, -0.01], [-0.05, -0.01, 0.00], [0.04, 0.01, 0.00], [0.02, 0.01, 0.00], [-0.06, 0.04, 0.02], [0.09, -0.10, -0.11], [-0.01, 0.00, 0.00], [0.00, 0.00, 0.00], [-0.01, -0.02, 0.01], [-0.02, 0.01, 0.00], [0.02, -0.03, -0.01], [0.00, -0.02, -0.01], [-0.01, 0.02, 0.01], [0.01, -0.01, 0.00], [0.00, -0.01, 0.00], [0.00, 0.00, 0.00], [0.00, 0.00, 0.01], [0.02, 0.01, -0.01], [-0.01, 0.06, 0.03], [0.04, 0.06, -0.07], [0.01, 0.01, 0.00], [0.00, -0.01, -0.01], [-0.01, -0.01, 0.00], [0.00, 0.01, 0.00], [0.07, 0.00, -0.03], [0.00, 0.00, 0.00], [0.00, 0.00, 0.00], [0.00, 0.00, 0.00], [-0.01, 0.00, -0.01], [0.09, 0.05, 0.04], [-0.20, -0.16, -0.12], [0.03, 0.04, -0.01], [0.00, -0.03, -0.01], [-0.07, 0.02, 0.00], [0.34, -0.10, -0.04], [0.02, 0.01, -0.01], [-0.02, 0.01, 0.00], [-0.01, 0.00, 0.00], [0.00, 0.00, 0.01], [-0.01, -0.01, -0.02], [-0.08, -0.01, 0.04], [0.00, 0.00, 0.00], [0.00, 0.00, 0.00], [0.00, 0.01, 0.00], [-0.01, 0.01, 0.00], [0.00, -0.02, 0.03], [0.00, -0.01, 0.02], [-0.01, 0.00, -0.01], [0.01, -0.01, 0.00], [0.01, 0.03, 0.04], [0.11, 0.11, -0.02], [0.00, 0.00, 0.00], [0.01, 0.00, 0.01], [0.00, 0.00, 0.01], [0.00, 0.00, 0.00]], "lowdin_charge": [1.74, -0.03, -0.70, -0.04, -0.07, 0.03, -0.10, -0.01, -0.19, 0.08, -0.56, 0.11, -0.20, 0.12, 0.08, 0.14, -0.04, -0.31, -0.07, -0.16, -0.25, -0.05, -0.09, -0.07, -0.09, -0.19, 0.10, 0.10, 0.09, 0.10, 0.08, 0.08, 0.13, 0.11, 0.11, 0.10, 0.10, 0.09, 0.07, -0.32, -0.07, -0.06, -0.05, -0.11, -0.06, 0.10, 0.11, 0.11, 0.12, 0.16, -0.87, 0.20, -0.14, -0.19, -0.27, 0.14, 0.12, 0.06, 0.12, 0.13, -0.09, 0.14, -0.19, -0.24, -0.01, -0.02, -0.18, -0.01, -0.02, -0.29, -0.09, 0.12, 0.10, 0.12, 0.12], "e_tot_ha": -2421.65454, "largest_force_ev_per_a": 0.6, "e_homo_ev": [-5.2197, -5.8966], "s_squared": 2.009, "e_lumo_ev": [1.7, 0.9], "total_charge": -1, "spin_multiplicity": 3}

---

(3)
{"formula": "C32H29CoF15GeNO5S", "method": "ωB97M-V/def2-TZVPD", "elements": ["Co", "C", "C", "O", "C", "C", "O", "C", "C", "O", "C", "C", "O", "C", "C", "O", "H", "H", "H", "H", "H", "H", "H", "H", "H", "H", "H", "H", "H", "H", "H", "H", "H", "H", "H", "H", "F", "C", "C", "C", "F", "C", "F", "C", "F", "C", "F", "Ge", "S", "C", "C", "F", "C", "F", "C", "F", "C", "F", "C", "F", "C", "C", "F", "C", "F", "C", "F", "C", "F", "C", "F", "C", "C", "C", "C", "N", "H", "H", "H", "H", "H", "H", "H", "H", "H"], "positions_angstrom": [[1.359, 0.206, 0.561], [4.114, 1.341, 0.865], [3.708, 1.214, 2.343], [2.322, 1.032, 2.492], [1.554, 2.174, 2.807], [1.527, 3.247, 1.697], [1.506, 2.694, 0.396], [0.254, 2.737, -0.275], [0.473, 2.152, -1.671], [0.991, 0.839, -1.638], [0.077, -0.220, -1.878], [0.918, -1.494, -1.892], [1.532, -1.663, -0.625], [2.765, -2.351, -0.630], [4.459, -0.685, -0.339], [3.551, 0.311, 0.076], [5.207, 1.340, 0.782], [3.715, 2.272, 0.464], [4.049, 2.103, 2.889], [4.172, 0.321, 2.775], [1.913, 2.627, 3.745], [0.546, 1.781, 2.950], [2.436, 3.863, 1.757], [0.655, 3.887, 1.863], [-0.089, 3.776, -0.374], [-0.477, 2.144, 0.284], [1.241, 2.751, -2.176], [-0.461, 2.194, -2.241], [-0.427, -0.092, -2.847], [-0.673, -0.285, -1.086], [1.692, -1.375, -2.660], [0.287, -2.367, -2.115], [2.644, -3.324, -1.116], [2.971, -2.498, 0.439], [5.288, -0.184, -0.855], [4.870, -1.214, 0.554], [-5.671, -0.085, 1.974], [-5.094, 0.935, 2.637], [-3.742, 1.185, 2.398], [-3.208, 2.316, 3.019], [-1.926, 2.654, 2.770], [-3.937, 3.110, 3.877], [-3.372, 4.185, 4.470], [-5.271, 2.793, 4.148], [-5.991, 3.544, 5.012], [-5.852, 1.694, 3.501], [-7.148, 1.400, 3.738], [-2.738, 0.078, 1.095], [-0.661, -0.072, 1.692], [-3.511, 0.731, -0.633], [-4.423, 0.015, -1.429], [-4.774, -1.233, -1.068], [-4.990, 0.538, -2.565], [-5.849, -0.199, -3.303], [-4.673, 1.840, -2.984], [-5.177, 2.343, -4.136], [-3.840, 2.617, -2.163], [-3.553, 3.893, -2.514], [-3.323, 2.068, -1.017], [-2.600, 2.854, -0.180], [-3.265, -1.837, 1.233], [-2.820, -2.691, 0.228], [-2.251, -2.143, -0.868], [-2.912, -4.065, 0.309], [-2.453, -4.852, -0.686], [-3.470, -4.643, 1.449], [-3.569, -5.985, 1.556], [-3.881, -3.815, 2.496], [-4.378, -4.373, 3.620], [-3.753, -2.444, 2.379], [-4.090, -1.673, 3.428], [4.768, -0.791, -3.334], [4.592, -2.015, -2.412], [3.884, -3.115, -3.211], [5.961, -2.585, -1.990], [3.821, -1.595, -1.235], [5.014, -1.110, -4.345], [5.562, -0.133, -2.987], [3.841, -0.223, -3.361], [4.387, -3.238, -4.166], [2.847, -2.863, -3.413], [3.927, -4.066, -2.684], [6.502, -2.933, -2.866], [5.818, -3.424, -1.312], [6.573, -1.842, -1.487]], "forces_ev_per_a": [[0.24, 0.07, -0.10], [-0.08, 0.33, 0.41], [0.34, -0.28, -0.34], [0.08, -0.18, -0.10], [-0.57, 0.44, -0.06], [0.30, -0.11, 0.29], [0.24, -0.13, 0.15], [-0.35, -0.21, -0.43], [-0.05, 0.62, 0.24], [0.20, -0.37, 0.23], [-0.08, -0.56, -0.11], [-0.28, 0.24, -0.39], [-0.35, -0.02, 0.18], [0.22, -0.15, 0.05], [0.45, -0.29, -0.07], [-0.28, 0.10, 0.01], [0.00, 0.03, 0.03], [0.15, 0.01, -0.05], [0.06, -0.07, 0.01], [0.05, 0.13, 0.01], [-0.01, -0.01, -0.14], [0.07, 0.06, 0.06], [-0.14, 0.02, -0.03], [0.08, 0.04, 0.04], [-0.02, -0.10, 0.01], [0.05, 0.20, -0.10], [-0.18, 0.02, -0.02], [0.01, 0.04, 0.07], [0.09, -0.04, 0.08], [-0.06, 0.12, -0.07], [-0.11, -0.03, 0.08], [0.10, 0.18, -0.02], [0.02, 0.11, 0.04], [-0.02, -0.08, -0.15], [-0.02, -0.16, 0.07], [-0.18, 0.23, -0.16], [-0.21, 0.30, 0.33], [0.78, -0.18, -0.45], [-0.38, 0.52, 0.54], [0.19, -0.85, -0.61], [-0.32, 0.23, 0.29], [-0.56, 0.33, 0.49], [-0.19, -0.29, -0.14], [0.19, -0.20, -0.25], [0.32, -0.36, -0.46], [-0.31, 0.55, 0.55], [0.35, 0.09, -0.07], [-0.50, 0.23, -1.77], [0.05, -0.14, 0.28], [0.79, -0.74, 2.15], [-0.23, 0.24, -1.26], [-0.46, -0.41, 0.16], [0.60, -0.52, 0.51], [-0.26, 0.00, -0.05], [-0.52, 0.45, 0.40], [0.19, -0.01, -0.55], [0.49, -0.41, 0.43], [-0.19, 0.17, 0.06], [-0.06, 0.48, -1.03], [0.10, 0.49, 0.31], [0.20, -0.47, 0.23], [-0.11, 0.67, 0.11], [-0.05, -0.54, 0.19], [-0.04, -0.38, 0.05], [-0.15, 0.15, 0.24], [0.07, 0.29, 0.16], [0.02, 0.53, -0.04], [0.00, -0.67, -0.08], [0.10, 0.12, -0.26], [0.15, 0.43, -0.48], [-0.05, -0.33, 0.14], [0.01, -0.20, 0.11], [0.25, -0.01, -0.28], [-0.05, 0.15, 0.29], [-0.28, 0.12, -0.12], [-0.15, 0.02, 0.38], [0.12, 0.02, -0.07], [0.06, 0.10, 0.03], [-0.10, 0.04, -0.04], [0.10, -0.02, -0.03], [-0.11, -0.03, -0.05], [-0.10, -0.11, -0.01], [0.15, -0.06, -0.11], [0.00, -0.10, 0.04], [0.11, 0.12, 0.05]], "lowdin_charge": [0.18, -0.16, -0.16, -0.19, -0.19, -0.16, -0.18, -0.19, -0.14, -0.17, -0.18, -0.15, -0.16, -0.17, -0.20, -0.14, 0.13, 0.12, 0.13, 0.13, 0.13, 0.05, 0.12, 0.13, 0.14, 0.06, 0.13, 0.13, 0.14, 0.07, 0.11, 0.14, 0.13, 0.15, 0.12, 0.15, 0.09, -0.23, -0.11, -0.22, 0.05, -0.14, 0.09, -0.12, 0.09, -0.13, 0.10, 0.68, 0.39, -0.18, -0.27, 0.06, -0.18, 0.07, -0.19, 0.04, -0.19, 0.06, -0.28, 0.03, -0.15, -0.23, 0.07, -0.13, 0.09, -0.12, 0.09, -0.13, 0.09, -0.22, 0.09, -0.02, -0.56, -0.04, -0.04, -0.06, 0.08, 0.07, 0.09, 0.08, 0.07, 0.08, 0.08, 0.09, 0.07], "e_tot_ha": -7023.46507, "largest_force_ev_per_a": 2.4, "e_homo_ev": [-0.5804, -3.7262], "s_squared": 3.772, "e_lumo_ev": [1.8, 1.8], "total_charge": -1, "spin_multiplicity": 4}